A molecular structure, C33H34BBr4N6O2Si2Tc. Source: the Open Molecules 2025 dataset; level of theory: the ωB97M-V functional and the def2-TZVPD basis.

Charge ... -1
HOMO-LUMO gap (alpha / beta) ... 7.2 / 7.0 eV
HOMO (alpha / beta) ... -4.9 / -4.8 eV
Lowest unoccupied orbital energy (alpha / beta) ... 0.0835 / 0.0835 Ha
Multiplicity ... 2
⟨S²⟩ ... 0.76

Positions of all 83 atoms, in Å:
Tc: -0.085 0.228 -0.756
B: -1.403 0.122 -3.994
N: -0.873 1.504 -3.528
C: -0.914 2.639 -4.237
C: -0.525 3.685 -3.421
C: -0.258 3.076 -2.195
N: -0.479 1.767 -2.272
N: -0.430 -1.007 -3.558
C: -0.018 -2.011 -4.337
C: 0.658 -2.937 -3.562
C: 0.605 -2.404 -2.278
N: -0.062 -1.249 -2.283
H: -1.420 0.132 -5.202
H: -2.496 -0.082 -3.528
H: -1.218 2.617 -5.269
H: -0.435 4.727 -3.676
H: 0.092 3.519 -1.278
H: -0.236 -1.994 -5.391
H: 1.133 -3.848 -3.880
H: 1.037 -2.774 -1.365
Br: 6.795 1.236 -2.815
C: 5.446 0.949 -1.523
C: 5.779 0.849 -0.177
Br: 7.567 1.018 0.404
C: 4.758 0.615 0.746
Br: 5.116 0.488 2.600
C: 3.435 0.472 0.355
O: 2.493 0.260 1.290
C: 3.069 0.629 -1.004
O: 1.847 0.601 -1.421
C: 4.117 0.843 -1.921
Br: 3.594 0.999 -3.726
C: 1.285 3.149 1.251
C: -0.191 2.888 1.262
C: -1.072 3.730 1.917
C: -2.439 3.446 1.870
C: -2.908 2.358 1.178
C: -1.971 1.519 0.533
N: -0.639 1.809 0.612
N: -2.173 0.420 -0.192
Si: -3.680 -0.351 -0.520
C: -4.639 -0.597 1.100
C: -4.759 0.675 -1.664
C: -3.309 -2.029 -1.262
H: 1.488 4.197 1.471
H: 1.715 2.891 0.282
H: 1.784 2.529 1.997
H: -0.695 4.594 2.446
H: -3.140 4.104 2.372
H: -3.965 2.143 1.107
H: -5.624 -0.125 1.063
H: -4.102 -0.172 1.951
H: -4.790 -1.660 1.305
H: -4.949 1.662 -1.234
H: -5.726 0.191 -1.833
H: -4.267 0.814 -2.627
H: -2.400 -2.441 -0.816
H: -3.144 -1.963 -2.337
H: -4.129 -2.729 -1.077
C: -0.810 0.214 5.328
C: 0.567 0.263 5.159
C: 1.125 0.001 3.915
C: 0.318 -0.314 2.818
C: -1.062 -0.366 3.010
C: -1.625 -0.104 4.251
Si: 1.083 -0.668 1.142
C: 1.729 -2.441 1.208
C: 0.851 -3.514 1.033
C: 1.284 -4.828 1.129
C: 2.620 -5.098 1.396
C: 3.508 -4.048 1.579
C: 3.064 -2.735 1.492
H: -1.246 0.426 6.297
H: 1.208 0.511 5.997
H: 2.201 0.053 3.788
H: -1.708 -0.601 2.170
H: -2.701 -0.137 4.374
H: -0.332 -1.073 0.257
H: -0.195 -3.320 0.812
H: 0.583 -5.641 0.988
H: 2.967 -6.122 1.462
H: 4.552 -4.250 1.790
H: 3.770 -1.929 1.652